Entry from OMol25: an isolated ion of composition C3H11N7 and charge +2 at a distorted geometry (ωB97M-V/def2-TZVPD).

For the largest force on an atom, the calculation gives 3.081 eV/Å. The HOMO energy is -16.688 eV. The molar mass is 145.2 g/mol. As for the frontier orbital gap: 9.0 eV. As for the energy above the lowest of the compared OMol25 structures with the same formula, charge and spin: 1.6998 eV.

```
! wB97M-V def2-TZVPD RIJCOSX def2/J DEFGRID3
* xyz 2 1
N 2.7785 1.7889 0.0379
N -0.2440 0.0434 0.6945
H -1.2425 -1.5780 1.2386
H -1.8300 -1.3156 -1.0969
H 2.8754 1.8750 -0.9704
H 0.3415 -1.9054 0.8577
H 1.7694 1.1108 1.6962
H 0.7728 0.5846 -1.0505
H -2.2407 0.3918 2.4963
N -0.4924 -1.3739 0.5523
H 3.4997 2.2441 0.5906
C 1.8111 1.1493 0.6093
C -1.5632 0.8248 0.6558
H -2.2931 2.8494 -1.6642
C -0.9389 -1.8579 -0.7806
N -1.5742 1.7584 -0.3150
N -2.3857 0.7799 1.5791
N -2.4256 1.9568 -1.1654
H -1.1914 -2.9155 -0.7136
N 0.8305 0.5221 -0.0298
H -0.1502 -1.7452 -1.5219
*
```